Entry 1:
Here is C24H43F5OP2ReTe as an isolated structure in a non-equilibrium geometry from OMol25. Energies are from ωB97M-V with the def2-TZVPD basis set.

Properties
- highest occupied orbital energy (spin up / spin down) (eV) = -13.6 / -13.1
- orbital gap (spin up / spin down) (eV) = 6.9 / 3.3
- <S²> = 3.769
- lowest unoccupied orbital energy (spin up / spin down) (eV) = -6.79 / -9.77
- energy relative to the best compared isomer or geometry (same formula, charge and spin) (kJ/mol) = 402.26
- multiplicity = 4
- charge = +2

Geometry as XYZ:
```
77
C24H43F5OP2ReTe (ωB97M-V with the def2-TZVPD basis set)
Re 0.13 2.01 0.59
C 0.48 1.21 2.50
C 1.65 1.91 2.05
C -0.09 3.42 2.18
C -0.59 2.17 2.61
C 1.29 3.27 1.84
C 0.55 -0.09 3.23
H 0.90 -0.86 2.55
H -0.42 -0.41 3.62
H 1.28 -0.09 4.06
C -1.86 1.90 3.39
H -1.66 1.96 4.48
H -2.24 0.89 3.19
H -2.65 2.64 3.18
C -0.84 4.73 2.21
H -0.27 5.54 2.70
H -1.78 4.63 2.76
H -1.08 5.04 1.19
C 2.17 4.33 1.22
H 1.91 5.35 1.56
H 1.99 4.29 0.13
H 3.22 4.11 1.43
C 2.97 1.24 1.87
H 3.50 1.13 2.82
H 3.60 1.83 1.19
H 2.83 0.24 1.44
C -0.42 -2.97 1.09
C 0.80 -3.22 1.56
C 1.93 -3.85 0.79
C 1.85 -3.75 -0.79
C 1.83 -2.35 -1.28
C 1.16 -1.26 -0.90
C -0.27 -1.11 -0.42
C -0.94 -2.53 -0.22
H 2.05 -4.90 1.11
H 1.03 -4.42 -1.15
H 2.88 -3.32 1.00
H -0.77 -3.34 -0.98
H -1.38 -2.58 2.12
H 1.14 -2.90 2.54
H -2.05 -2.36 -0.23
H -0.26 -0.53 0.53
H 1.63 -0.29 -1.10
H -0.91 -0.46 -1.08
H 2.76 -4.23 -1.22
H 2.47 -2.26 -2.16
P -0.59 -1.10 -3.36
P -0.31 2.01 -2.22
C -0.22 0.13 -4.67
C -0.68 1.50 -4.20
H -0.75 -0.23 -5.57
H 0.86 0.08 -4.85
H -0.16 2.26 -4.84
H -1.78 1.58 -4.37
C -1.01 3.68 -2.69
H -0.60 4.42 -1.99
H -2.11 3.63 -2.60
H -0.77 3.99 -3.73
C 1.44 2.25 -2.67
H 1.62 2.59 -3.70
H 1.95 1.30 -2.51
H 1.83 2.99 -1.96
C -2.37 -1.49 -3.71
H -2.73 -2.13 -2.88
H -2.47 -2.04 -4.66
H -2.96 -0.56 -3.71
C 0.26 -2.54 -4.09
H 1.34 -2.33 -4.18
H -0.17 -2.78 -5.06
H 0.13 -3.42 -3.44
F -3.37 -4.59 5.30
Te -2.75 -3.36 4.03
F -1.01 -4.00 4.41
F -2.97 -4.67 2.68
F -4.52 -2.75 3.79
F -2.55 -2.13 5.45
O -2.10 -2.11 2.77
```


Entry 2:
Here is a 2-piece molecular cluster, C4H13ClSi2 overall in a non-equilibrium geometry from OMol25. Energies are from ωB97M-V with the def2-TZVPD basis set.

Properties
- highest occupied orbital energy (spin up / spin down) (eV) = -7.6 / -7.6
- orbital gap (spin up / spin down) (eV) = 7.2 / 7.2
- lowest unoccupied orbital energy (spin up / spin down) (eV) = -0.37 / -0.37
- energy relative to the best compared isomer or geometry (same formula, charge and spin) (kJ/mol) = 358.67

Geometry as XYZ:
```
20
C4H13ClSi2 (ωB97M-V with the def2-TZVPD basis set)
C 0.85 -2.26 0.79
Si -0.49 -1.79 -0.53
C -1.07 -3.53 -1.24
Cl -2.04 -0.85 0.28
H 0.48 -2.54 1.82
H 1.31 -3.12 0.49
H 1.58 -1.46 1.01
H 0.21 -1.26 -1.77
H -1.22 -3.40 -2.33
H -0.11 -4.19 -1.25
H -1.90 -3.94 -0.60
C -0.20 2.03 -1.02
Si -0.40 3.00 0.39
C 0.90 4.08 1.28
H -0.70 2.07 -1.94
H 0.61 1.36 -1.11
H -1.39 2.83 1.43
H 0.45 5.12 1.55
H 1.31 3.56 2.06
H 1.82 4.29 0.71
```


Entry 3:
Here is C4H7NO as an isolated structure from OMol25. Energies are from ωB97M-V with the def2-TZVPD basis set.

Properties
- highest occupied orbital energy (eV) = -9.0
- orbital gap (eV) = 10.0
- lowest unoccupied orbital energy (eV) = 0.96
- energy relative to the best compared isomer or geometry (same formula, charge and spin) (kJ/mol) = 472.90

Geometry as XYZ:
```
13
C4H7NO (ωB97M-V with the def2-TZVPD basis set)
C -0.93 -0.01 -1.61
C -0.93 -0.36 -0.26
N -0.10 -1.35 0.07
C 0.83 -0.67 0.74
C 0.19 0.50 1.47
O -0.96 0.69 0.63
H -0.91 -0.80 -2.35
H 0.53 0.37 -1.29
H -1.37 0.94 -1.91
H 1.73 -1.16 1.11
H 1.23 0.18 -0.56
H 0.79 1.41 1.48
H -0.12 0.25 2.49
```


Entry 4:
Here is an isolated molecule of C5H7NOS in a non-equilibrium geometry from OMol25. Energies are from ωB97M-V with the def2-TZVPD basis set.

Properties
- highest occupied orbital energy (eV) = -8.6
- orbital gap (eV) = 9.0
- lowest unoccupied orbital energy (eV) = 0.44
- energy relative to the best compared isomer or geometry (same formula, charge and spin) (kJ/mol) = 210.01

Geometry as XYZ:
```
15
C5H7NOS (ωB97M-V with the def2-TZVPD basis set)
S -3.24 -0.14 0.00
C -1.62 -0.13 0.00
C -0.78 1.15 0.00
N 0.66 0.93 0.00
C 0.94 -0.12 1.02
C 0.52 -1.17 -0.01
C 0.95 -0.12 -1.03
O -0.93 -1.27 0.00
H -1.06 1.77 -0.87
H -1.07 1.76 0.89
H 2.01 -0.16 1.26
H 0.36 -0.09 1.94
H 0.88 -2.22 0.00
H 2.00 -0.14 -1.25
H 0.37 -0.05 -1.94
```


Entry 5:
Here is C18H13AuCl3N3O6S2 as an isolated structure in a non-equilibrium geometry from OMol25. Energies are from ωB97M-V with the def2-TZVPD basis set.

Properties
- highest occupied orbital energy (spin up / spin down) (eV) = -8.5 / -9.0
- orbital gap (spin up / spin down) (eV) = 7.3 / 5.5
- <S²> = 2.051
- lowest unoccupied orbital energy (spin up / spin down) (eV) = -1.14 / -3.43
- multiplicity = 3

Geometry as XYZ:
```
46
C18H13AuCl3N3O6S2 (ωB97M-V with the def2-TZVPD basis set)
Au -1.20 -0.98 -0.61
C 2.57 3.97 -3.40
C 2.25 2.63 -2.83
C 2.95 2.14 -1.72
C 2.70 0.87 -1.24
C 1.78 0.08 -1.89
C 1.03 0.55 -2.96
C 1.28 1.82 -3.43
S 1.53 -1.61 -1.39
O 2.79 -2.25 -1.13
O 0.61 -2.24 -2.29
N 0.65 -1.50 0.03
C 1.08 -1.34 1.27
C 2.43 -1.41 1.68
C 2.78 -1.35 3.02
C 1.82 -1.22 4.00
C 0.45 -1.15 3.66
C -0.58 -1.04 4.61
C -1.89 -0.98 4.19
C -2.16 -1.03 2.82
N -1.21 -1.12 1.92
C 0.07 -1.19 2.30
H 3.11 4.59 -2.69
H 1.66 4.48 -3.71
H 3.19 3.85 -4.29
H 3.68 2.76 -1.24
H 3.24 0.48 -0.39
H 0.29 -0.09 -3.41
H 0.70 2.20 -4.25
H 3.18 -1.55 0.92
H 3.82 -1.41 3.28
H 2.11 -1.16 5.04
H -0.33 -1.04 5.67
H -2.70 -0.92 4.89
H -3.17 -0.99 2.45
Cl -5.09 0.38 -0.22
C -5.35 -1.42 -0.21
Cl -6.20 -1.96 -1.66
Cl -6.25 -1.93 1.24
C -4.06 -2.04 -0.17
N -2.99 -2.47 -0.13
O -3.01 2.18 -0.73
S -2.14 1.39 -1.57
O -2.68 -0.06 -1.65
O -0.79 1.15 -0.89
O -1.95 1.93 -2.89
```


Entry 6:
Here is a 2-piece molecular cluster, C2H4N6S2 overall in a non-equilibrium geometry from OMol25. Energies are from ωB97M-V with the def2-TZVPD basis set.

Properties
- highest occupied orbital energy (eV) = -9.8
- orbital gap (eV) = 10.2
- lowest unoccupied orbital energy (eV) = 0.49
- energy relative to the best compared isomer or geometry (same formula, charge and spin) (kJ/mol) = 167.39

Geometry as XYZ:
```
14
C2H4N6S2 (ωB97M-V with the def2-TZVPD basis set)
S 4.13 0.04 0.39
C 2.49 0.60 0.05
N 2.01 1.86 0.05
N 0.80 1.70 -0.43
N 0.46 0.52 -0.69
N 1.57 -0.20 -0.37
S 1.53 -1.89 -0.41
H 3.94 -1.12 -0.38
H 0.22 -2.00 -0.05
N -1.27 -1.17 0.70
C -1.52 -0.11 0.30
N -2.05 1.06 0.05
H -1.52 1.90 0.27
H -2.65 1.34 -0.71
```